# C11H19F6N3O8RhS2

C11H19F6N3O8RhS2 as an isolated structure (ωB97M-V with the def2-TZVPD basis set, the Open Molecules 2025 dataset).

Geometry as ORCA input:
```
! RIJCOSX wB97M-V def2-TZVPD def2/J DEFGRID3
* xyz 1 1
Rh 0.29 0.45 -0.50
S -0.39 2.04 -3.23
S 2.26 1.10 -2.99
F 1.93 -1.26 -4.10
F -1.30 1.81 -5.65
F 3.09 0.15 -5.26
F -2.79 1.60 -4.09
F -1.42 -0.02 -4.51
F 3.96 -0.78 -3.50
O 3.32 2.04 -2.95
O 1.49 -0.20 0.96
O -0.10 -1.38 -0.84
O -1.14 1.07 0.80
O -0.61 3.44 -3.30
O 1.96 0.46 -1.69
O -0.77 1.43 -1.94
O -0.99 -1.44 1.63
N -2.93 1.58 2.03
N 2.59 -1.50 2.39
N 0.98 1.54 -3.76
C -1.56 1.30 -4.46
C 1.45 -1.12 1.81
C -3.10 2.87 1.36
C 2.71 -2.57 3.37
C -1.91 -0.64 2.31
C 2.85 -0.30 -4.04
C 3.87 -0.95 1.93
C -3.94 1.24 3.02
C -1.99 0.73 1.65
C -0.57 -1.61 -2.14
C 0.18 -1.83 2.28
H -1.61 -1.30 -2.27
H 4.41 -1.72 1.38
H -1.65 -0.50 3.37
H 0.32 -2.89 2.09
H 4.45 -0.66 2.80
H -3.24 3.64 2.11
H 3.08 -3.47 2.90
H -0.51 -2.69 -2.31
H 3.41 -2.25 4.14
H -2.23 3.09 0.76
H -4.85 0.88 2.54
H -2.89 -1.12 2.26
H -4.18 2.13 3.59
H -3.58 0.48 3.72
H 3.71 -0.09 1.29
H 1.76 -2.79 3.86
H 0.05 -1.13 -2.89
H 0.10 -1.69 3.36
H -3.98 2.83 0.72
*
```

## Properties
ΔE to the lowest compared entry with this formula, charge and spin   0.0000 eV
HOMO-LUMO gap   8.33 eV
E_LUMO   -3.96 eV

natural (NBO) population analysis, charges in e, atoms 1 to 4: number 1, Rh, carries 1.4247; number 2, S, carries 2.2567; number 3, S, carries 2.2550; number 4, F, carries -0.3019



# C11H19N2O

An isolated ion of composition C11H19N2O and charge +1 in a non-equilibrium geometry (ωB97M-V with the def2-TZVPD basis set, the Open Molecules 2025 dataset).

Geometry as ORCA input:
```
! RIJCOSX wB97M-V def2-TZVPD def2/J DEFGRID3
* xyz 1 1
O 2.66 2.85 -0.13
N 2.08 1.60 -0.20
N 0.55 2.50 -1.62
C -1.75 -2.52 1.06
C 0.81 1.61 -0.65
C 1.43 3.40 -2.36
C -0.10 -0.58 0.34
C -0.13 0.66 -0.29
C -0.74 -2.82 2.12
C -1.64 0.89 -0.53
C -1.37 -1.20 0.43
C -2.31 -0.33 -0.09
C 2.58 0.82 1.00
C -1.89 -3.64 0.11
H 0.24 -2.95 1.72
H -1.11 -4.45 0.33
H 2.25 2.85 -2.68
H 1.75 1.02 1.69
H -0.90 -3.72 2.79
H -0.70 -2.07 2.84
H 0.90 3.65 -3.23
H -2.12 1.79 -0.08
H -0.42 2.67 -1.83
H -2.71 -2.29 1.59
H -3.51 -0.44 -0.06
H 2.95 -0.17 0.85
H 1.74 4.25 -1.77
H -2.84 -4.18 0.17
H 3.44 1.32 1.34
H 0.91 -1.02 0.40
H -1.84 -3.28 -0.95
H -1.71 0.94 -1.72
H 3.50 2.85 -0.59
*
```

## Properties
ΔE to the lowest compared entry with this formula, charge and spin   4.7639 eV
HOMO-LUMO gap   8.13 eV
E_LUMO   -4.16 eV
SMILES string   C/[NH+]=C(/C1=CC(C(C)C)=CC1)N(C)O

natural (NBO) population analysis, charges in e, atoms 1 to 4: number 1, O, carries -0.5355; number 2, N, carries -0.0906; number 3, N, carries -0.5121; number 4, C, carries -0.2692



# C11H19NO3

One molecule with the formula C11H19NO3 in a non-equilibrium geometry (ωB97M-V with the def2-TZVPD basis set, the Open Molecules 2025 dataset).

Geometry as ORCA input:
```
! RIJCOSX wB97M-V def2-TZVPD def2/J DEFGRID3
* xyz 0 1
O -0.17 -0.84 -0.01
O -0.81 0.93 3.55
O -1.52 -0.13 1.66
N -0.38 0.07 2.77
C 0.96 2.32 -4.08
C 0.30 1.79 -2.75
C -1.85 0.61 -1.95
C -1.79 0.95 -0.46
C -1.48 -0.31 0.27
C 1.04 -1.84 2.12
C 1.91 -2.82 2.32
C -0.51 0.55 -2.76
C 0.16 -1.92 0.75
C 1.30 -0.54 4.32
C 0.58 -0.83 3.09
H 1.19 1.74 -2.16
H -2.22 -0.99 0.03
H -0.78 -2.19 1.25
H 2.05 -1.46 4.47
H 1.35 3.31 -3.99
H -0.70 0.23 -3.81
H -2.48 1.37 -2.46
H 1.83 1.67 -4.37
H 2.10 -3.50 1.49
H 0.50 -2.69 -0.01
H 0.26 2.47 -5.00
H 0.14 -0.24 -2.27
H -1.12 1.78 -0.39
H -2.20 -0.47 -1.94
H -0.19 2.70 -2.32
H 0.63 -0.42 5.16
H 2.54 -2.87 3.18
H 2.08 0.34 4.28
H -2.75 1.24 0.00
*
```

## Properties
ΔE to the lowest compared entry with this formula, charge and spin   5.9765 eV
HOMO-LUMO gap (alpha / beta)   8.46 / 8.46 eV
E_LUMO (alpha / beta)   -0.06 / -0.07 eV
SMILES string   C=C1CO[C@H](CCCCC)O[N+]([O-])=C1C

natural (NBO) population analysis, charges in e, atoms 1 to 4: number 1, O, carries -0.5443; number 2, O, carries -0.3963; number 3, O, carries -0.4704; number 4, N, carries 0.3724



# C11H19NO7Zn

C11H19NO7Zn as an isolated structure in a non-equilibrium geometry (ωB97M-V with the def2-TZVPD basis set, the Open Molecules 2025 dataset).

Geometry as ORCA input:
```
! RIJCOSX wB97M-V def2-TZVPD def2/J DEFGRID3
* xyz -1 2
Zn 1.52 0.44 -1.10
O 1.00 1.99 -2.25
O 4.23 -0.10 -2.81
O 0.90 0.30 -3.19
O 2.03 1.53 -4.01
O 2.88 -0.94 -1.80
O 3.50 0.71 -1.02
O 1.46 -0.75 0.75
N 0.25 -0.25 0.39
C 0.91 2.04 1.06
C 3.90 -0.30 -1.63
C -1.28 -2.14 1.27
C -0.40 0.55 2.78
C -0.12 0.90 1.26
C -0.70 -1.36 0.07
C -2.57 0.55 0.20
C 0.94 1.49 -3.37
C -1.95 -0.64 -0.65
C -1.48 1.53 0.65
C -0.19 -2.29 -1.01
H -2.20 -1.77 1.72
H -1.40 2.23 -0.18
H 0.60 2.82 0.36
H 0.82 -2.67 -0.89
H -1.96 2.13 1.42
H -0.78 -3.20 -1.18
H -3.02 0.27 1.15
H -0.13 1.35 3.47
H -3.32 1.02 -0.44
H -1.46 0.48 3.05
H 1.08 2.62 1.96
H -1.59 -3.16 1.01
H -1.57 -0.18 -1.56
H -0.02 -1.81 -1.97
H -2.73 -1.33 -0.99
H 1.91 1.72 0.79
H -0.46 -2.23 1.99
H 1.29 -1.21 1.58
H 0.12 -0.34 3.13
*
```

## Properties
HOMO-LUMO gap (alpha / beta)   4.18 / 3.98 eV
E_LUMO (alpha / beta)   2.26 / 2.26 eV

natural (NBO) population analysis, charges in e, atoms 1 to 4: number 1, Zn, carries 1.7101; number 2, O, carries -0.8622; number 3, O, carries -0.7125; number 4, O, carries -0.5782



# C11H19NOSi

A 2-piece molecular cluster, C11H19NOSi overall in a non-equilibrium geometry (ωB97M-V with the def2-TZVPD basis set, the Open Molecules 2025 dataset).

Geometry as ORCA input:
```
! RIJCOSX wB97M-V def2-TZVPD def2/J DEFGRID3
* xyz 0 1
Si -2.70 -1.15 0.31
O -3.82 0.01 0.51
N 1.34 0.76 2.01
C 2.61 2.32 0.70
C 0.67 -0.73 -2.88
C 0.48 -1.82 -2.12
C 1.75 1.95 1.85
C -3.73 1.33 0.97
C -1.50 -0.92 -1.13
C -0.12 0.41 -2.63
C -1.25 0.25 -1.79
C 2.23 -1.49 1.56
C 1.54 -0.25 1.02
C -0.73 -2.01 -1.39
H 1.21 -2.71 -2.21
H -3.46 1.30 2.01
H -0.82 -2.96 -0.92
H 1.94 2.28 -0.13
H 3.37 3.17 0.99
H 1.54 -0.80 -3.55
H 0.19 1.35 -3.01
H 1.50 -1.85 2.30
H -1.94 1.09 -1.73
H 2.27 -2.09 0.64
H -3.15 1.85 0.22
H 1.54 2.72 2.56
H 3.26 1.43 0.64
H -1.85 -1.25 1.42
H 3.20 -1.26 1.90
H -3.50 -2.32 -0.03
H 0.50 -0.51 0.72
H 2.16 0.12 0.23
H -4.76 1.79 0.96
*
```

## Properties
ΔE to the lowest compared entry with this formula, charge and spin   2.9577 eV
HOMO-LUMO gap   9.77 eV
E_LUMO   0.81 eV
SMILES string   CO[SiH2]c1ccccc1.C/C=N\CC

natural (NBO) population analysis, charges in e, atoms 1 to 4: number 1, Si, carries 1.4754; number 2, O, carries -0.8958; number 3, N, carries -0.4187; number 4, C, carries -0.7150



# C11H20AsN3O7RhS3

C11H20AsN3O7RhS3 as an isolated structure in a non-equilibrium geometry (ωB97M-V with the def2-TZVPD basis set, the Open Molecules 2025 dataset).

Geometry as ORCA input:
```
! RIJCOSX wB97M-V def2-TZVPD def2/J DEFGRID3
* xyz 1 1
Rh -0.58 -0.57 -1.03
As 2.50 -0.94 0.52
S -2.31 -0.95 -2.53
S 0.36 -3.34 0.11
S 1.04 1.93 -1.16
O -0.04 -4.70 0.20
O 3.94 -1.47 0.04
O 1.34 -0.38 -0.73
O -0.77 -2.53 -0.52
O 1.63 -3.00 -0.50
O -0.41 1.49 -1.41
O 2.80 0.67 1.21
N -4.77 -1.67 -1.96
N -2.33 -0.47 0.39
N -3.53 -0.96 -0.17
C 0.32 3.85 0.58
C -0.20 -2.58 4.03
C 1.47 -1.04 3.21
C 0.68 -1.53 4.24
C 0.98 3.68 -0.78
C -3.61 -1.21 -1.49
C 1.37 -1.61 1.95
C -0.31 -3.15 2.76
C 0.48 -2.66 1.74
C 1.25 2.70 -3.84
C 1.90 1.88 -2.73
H 0.20 2.44 -3.95
H 1.33 3.77 -3.65
H 0.77 -1.09 5.23
H 2.16 -0.23 3.38
H 0.44 4.21 -1.57
H 3.76 0.75 1.24
H 2.92 2.20 -2.49
H -4.27 -1.24 0.45
H -5.59 -1.77 -1.38
H 0.86 3.31 1.35
H -0.97 -3.99 2.57
H 1.75 2.49 -4.78
H -2.49 0.45 0.79
H -0.71 3.51 0.56
H -4.84 -1.92 -2.93
H 1.94 0.82 -2.97
H 0.31 4.91 0.85
H 2.02 4.00 -0.78
H -0.80 -2.96 4.84
H -2.00 -1.12 1.10
*
```

## Properties
ΔE to the lowest compared entry with this formula, charge and spin   1.4479 eV
HOMO-LUMO gap (alpha / beta)   6.59 / 6.38 eV
E_LUMO (alpha / beta)   -5.39 / -5.57 eV

natural (NBO) population analysis, charges in e, atoms 1 to 4: number 1, Rh, carries 1.1563; number 2, As, carries 2.4442; number 3, S, carries 0.0850; number 4, S, carries 2.4106



Q: Which formula does entry 5 have?
A: C11H19NOSi